ORCA calculation (ωB97M-V/def2-TZVPD) on a cluster of 5 separate species, C23H46BN2O15 in total at a distorted geometry.

Output
Frontier orbital gap, Ha: 0.2257
HOMO level, eV: -4.28
Total energy, hartree: -2167.01382
Total charge: -1
Multiplicity: 1
Lowest unoccupied orbital energy, eV: 1.86

Each line ends with the Mulliken charge.
Positions of all 87 atoms, in Å:
C -3.2143 1.7476 4.9532  -0.15
C -3.2587 0.7489 4.2954  -2.41
C -3.4159 -0.6407 3.7815  2.80
N -4.6106 -1.1191 4.5537  -0.56
C -4.5660 -2.5298 4.9409  -0.56
C -4.9557 -3.4630 3.7958  -0.87
C -3.7492 -0.7262 2.2550  -1.37
O -3.0928 -1.8557 1.7776  0.13
B -1.8787 -1.9721 2.6435  0.29
C -0.7462 -0.8961 1.9608  -0.10
C -0.4462 -1.1226 0.4955  1.64
C -1.1287 -0.0825 -0.3884  -1.87
O 0.9809 -1.1091 0.2290  -0.60
N -1.1653 -3.3264 2.6454  -0.46
C -1.4856 -4.2643 3.7278  0.18
C -1.8837 -5.6713 3.2194  -1.21
O -2.2565 -1.3628 3.9527  -0.53
H -3.4587 2.4960 5.6626  0.53
H -4.6379 -0.5914 5.4154  0.27
H -3.6235 -2.8164 5.4022  0.36
H -5.3306 -2.6501 5.7053  0.53
H -5.4582 -2.8700 3.0394  0.25
H -5.6652 -4.2179 4.1179  0.46
H -4.1030 -3.9087 3.3030  -0.06
H -4.8115 -0.7164 2.0315  0.44
H -3.3589 0.2002 1.8066  0.22
H -1.0430 0.1327 2.1228  -0.87
H 0.1722 -1.0504 2.5209  0.28
H -0.8019 -2.0977 0.1646  -0.23
H -0.9639 0.8970 0.0477  0.29
H -0.6471 -0.0920 -1.3650  0.57
H -2.1879 -0.2869 -0.4862  0.30
H 1.1856 -0.2465 -0.1393  0.25
H -1.4060 -3.7605 1.7645  0.04
H -2.2904 -3.9129 4.3620  -0.32
H -0.5787 -4.4064 4.3121  0.44
H -2.9384 -5.8432 3.4104  0.33
H -1.6724 -5.7945 2.1652  0.26
H -1.3684 -6.4256 3.8066  0.34
C -3.5371 -3.3626 -0.7341  -0.15
O -3.9694 -4.1276 -1.8810  -0.39
C -4.2438 -5.3951 -1.6317  0.75
O -4.1683 -5.9568 -0.5716  -0.56
O -4.6305 -5.9733 -2.7812  -0.36
C -4.9566 -7.3529 -2.6483  -0.62
H -3.3481 -2.3574 -1.0937  0.07
H -4.3068 -3.3291 0.0296  0.26
H -2.6191 -3.7709 -0.3218  0.23
H -5.7865 -7.4895 -1.9570  0.28
H -4.0939 -7.9232 -2.3080  0.29
H -5.2495 -7.6956 -3.6373  0.21
C 3.8775 3.4963 1.3868  -0.57
O 3.0236 3.7418 2.5043  -0.37
C 1.7422 3.4831 2.2291  0.84
O 1.3276 3.1268 1.1573  -0.56
O 1.0189 3.6652 3.3238  -0.38
C -0.3697 3.3332 3.1444  -0.14
H 4.8954 3.7223 1.6906  0.27
H 3.8155 2.4493 1.0975  0.25
H 3.6034 4.1317 0.5463  0.28
H -0.4755 2.2899 2.8876  -0.07
H -0.8141 3.9628 2.3739  0.29
H -0.8683 3.5206 4.0901  0.15
C 4.3573 -0.0527 -2.0565  -0.49
O 4.9363 0.8013 -3.0582  -0.34
C 5.6820 1.7865 -2.5745  0.83
O 5.9092 1.9969 -1.4135  -0.56
O 6.1352 2.5115 -3.6012  -0.32
C 6.9549 3.6167 -3.2181  -0.65
H 3.7825 -0.8019 -2.5904  0.22
H 5.1364 -0.5380 -1.4731  0.31
H 3.6940 0.5093 -1.4035  0.17
H 7.8448 3.2755 -2.6926  0.32
H 6.3963 4.3129 -2.5959  0.31
H 7.2493 4.1219 -4.1336  0.19
C 4.8051 8.7928 -7.2670  -0.62
O 4.3619 7.5164 -7.7289  -0.33
C 4.8238 6.4886 -7.0165  0.80
O 5.5537 6.5674 -6.0637  -0.55
O 4.3409 5.3681 -7.5420  -0.32
C 4.7569 4.1791 -6.8632  -0.61
H 4.3592 9.5286 -7.9295  0.22
H 4.4689 8.9710 -6.2478  0.29
H 5.8896 8.8660 -7.3204  0.29
H 4.4137 4.1833 -5.8312  0.29
H 5.8393 4.0749 -6.8994  0.26
H 4.3029 3.3420 -7.3838  0.27

***

ORCA calculation (ωB97M-V/def2-TZVPD) on a cluster of 3 separate species, C23H46IN6O3PS in total at a distorted geometry.

Output
Frontier orbital gap, Ha: 0.2410
HOMO level, eV: -8.17
Total energy, hartree: -2495.19718
Multiplicity: 1
Structure (SMILES): CCCOc1c(CNC)c(I)c2nsnc2c1P(=N)(O)O.CCN(CC)CC.CCN(CC)CC
Energy above the lowest of the compared OMol25 structures with the same formula, charge and spin, kcal per mole: 153.4
Lowest unoccupied orbital energy, eV: -1.61

Each line ends with the Mulliken charge.
Positions of all 81 atoms, in Å:
C 4.7115 0.7694 3.6752  -0.86
C 4.0119 -0.1225 2.5075  -0.12
C 3.9825 -1.6982 2.8125  -0.25
O 2.7405 -2.2048 3.3812  -0.38
C 2.1699 -1.3192 4.3373  0.18
C 0.9316 -0.4488 3.8212  0.62
C 0.4519 -0.6639 2.2823  -0.10
N -0.5107 -1.7903 2.1156  -0.20
C 0.1562 -3.0977 1.8461  -0.61
C 0.2374 0.5357 4.7841  -0.69
I -1.4462 1.7461 4.0656  0.03
C 0.6610 0.7397 6.2770  0.63
N 0.0839 1.6085 7.2832  -0.59
S 1.0514 1.2319 8.6640  0.17
N 2.1877 0.0581 8.1732  -0.46
C 1.8708 -0.1592 6.7575  0.27
C 2.6442 -1.1900 5.8244  0.22
P 4.0713 -2.2492 6.5022  0.89
N 4.2654 -2.0993 8.0747  -0.82
O 5.5899 -1.8460 5.7842  -0.52
O 3.6249 -3.8840 6.1395  -0.52
H 5.7961 1.0663 3.4002  0.29
H 4.1002 1.7472 3.7225  0.28
H 4.6872 0.2796 4.7037  0.15
H 4.6969 0.0115 1.5811  0.49
H 3.0082 0.3347 2.2186  -0.10
H 4.9225 -2.0171 3.4114  -0.10
H 4.1009 -2.2286 1.7881  0.39
H 1.3615 -0.8853 1.6122  0.35
H -0.0499 0.3004 1.9263  -0.50
H -1.0922 -1.8460 2.9640  0.35
H 0.4468 -3.5586 2.8726  0.20
H 1.1524 -3.0049 1.2739  0.17
H -0.5115 -3.8713 1.3237  0.30
H 4.1190 -3.0005 8.5624  0.22
H 5.7706 -2.6247 5.1916  0.31
H 4.1149 -4.2035 5.3486  0.33
C -1.2143 0.2906 -0.9856  -0.58
C -0.8881 1.7570 -0.7258  -0.53
N 0.4240 2.1765 -1.2106  0.21
C 0.8009 3.5138 -0.7528  -0.69
C -0.0360 4.6956 -1.2418  -1.01
C 0.7058 1.9035 -2.6175  -0.70
C -0.2270 2.5272 -3.6560  -0.91
H -0.4754 -0.3683 -0.5218  0.18
H -2.1923 0.0501 -0.5596  0.49
H -1.2646 0.0635 -2.0535  -0.41
H -0.9230 1.9042 0.3595  0.41
H -1.6917 2.3703 -1.1522  0.25
H 1.8506 3.6991 -1.0078  0.41
H 0.7767 3.5138 0.3434  0.34
H 0.2025 4.9624 -2.2730  0.23
H 0.1821 5.5784 -0.6315  0.41
H -1.1093 4.5089 -1.1665  0.27
H 0.7055 0.8189 -2.7668  0.36
H 1.7364 2.2019 -2.8456  0.37
H -1.2773 2.4715 -3.3661  0.20
H -0.1217 1.9968 -4.6081  0.37
H 0.0276 3.5695 -3.8480  0.31
C -4.6435 -0.0704 -3.1168  -1.23
C -4.8250 0.0038 -4.6285  -0.41
N -3.5752 0.0874 -5.3801  0.24
C -3.7804 0.3834 -6.7978  -0.65
C -4.5115 -0.6586 -7.6440  -0.97
C -2.5890 -0.9533 -5.1040  0.09
C -3.0074 -2.4028 -5.3515  -1.28
H -4.0988 0.7999 -2.7404  0.17
H -5.6220 -0.0909 -2.6288  0.47
H -4.1130 -0.9750 -2.8097  0.29
H -5.4178 0.9021 -4.8346  0.44
H -5.4318 -0.8530 -4.9466  0.25
H -2.8120 0.5965 -7.2649  0.32
H -4.3363 1.3256 -6.8681  0.43
H -3.8661 -1.5022 -7.8955  0.23
H -4.8233 -0.2091 -8.5927  0.40
H -5.4116 -1.0383 -7.1560  0.26
H -2.2733 -0.8632 -4.0594  -0.48
H -1.6753 -0.7482 -5.6753  0.43
H -4.0223 -2.6122 -5.0103  0.24
H -2.3343 -3.0757 -4.8101  0.44
H -2.9323 -2.6665 -6.4064  0.32